# 1
ORCA calculation (the ωB97M-V functional and the def2-TZVPD basis) on 4 unconnected molecules or ions with the total composition C26H60N2O14P3.

total charge	-1
HOMO	-4.8584	eV
multiplicity	1
ΔE to the lowest compared entry with this formula, charge and spin	0.000	eV
LUMO	1.554	eV
HOMO-LUMO gap	6.413	eV
E	-3213.93475	Eh

```
105
C26H60N2O14P3 | the OMol25 dataset | the ωB97M-V functional and the def2-TZVPD basis
P -9.3379 -0.5479 0.4359
P 9.7142 2.3897 -2.9860
P 1.4324 0.7880 -1.7666
O -9.4669 1.0431 0.2504
O 10.7818 2.6667 -4.1310
O -8.4168 -0.8537 -0.8590
O 8.3100 1.9671 -2.9704
O -8.1957 -0.6519 1.5063
O -5.4953 -3.4639 3.3790
O -10.6293 -1.2150 0.2172
O 1.4252 2.1868 -1.3232
O 10.5931 1.6219 -1.8977
O 0.0304 0.0681 -1.5410
O 9.7891 3.8560 -2.3256
O 1.9756 0.0372 -3.0622
O -5.2351 -1.3990 4.2257
O 2.3070 -0.0553 -0.7132
N -2.6681 -1.2674 3.7644
N -0.8520 0.5788 5.0621
C -8.1273 -3.1046 1.7859
C 9.3222 3.7897 -5.7601
C 11.5981 -0.2332 -3.1645
C 4.0841 1.2654 -3.3628
C -9.6123 -0.8992 -2.9777
C -4.8037 -2.4526 3.7011
C -0.4340 -0.3082 4.2712
C -1.1405 0.5524 -2.2128
C 8.2875 4.2105 -0.4378
C -2.3176 -3.2928 5.7089
C -8.8806 -1.6906 -1.9086
C 2.8077 0.7551 -3.9991
C -1.6952 -4.5960 3.5573
C -2.7399 -3.7386 4.2942
C 10.7446 0.1984 -1.9867
C 10.3504 2.7056 -5.5105
C -1.2832 -1.1157 3.3178
C 2.0196 0.5993 1.6106
C -8.2059 -1.7620 2.4698
C -10.3130 1.7771 1.1374
C -9.7650 1.8528 2.5517
C -1.1123 0.2948 -3.7077
C -3.2640 -2.5605 3.4244
C -0.8093 -3.1689 5.9826
C 2.9362 0.5740 0.4042
C 8.6088 4.5301 -1.8842
H 3.8721 2.0010 -2.5838
H 1.0109 0.9169 1.3481
H 3.8313 -0.0107 0.6224
H -9.8007 0.8804 3.0448
H 0.6430 -0.4963 4.2584
H 8.9869 4.7161 0.2297
H -0.8702 -0.7474 -3.9145
H -10.1547 -1.5675 -3.6495
H -7.9954 -2.1653 -2.3365
H -7.3428 -1.6232 3.1225
H 4.7185 1.7422 -4.1102
H -10.3174 -0.1972 -2.5334
H -1.2769 -0.5514 2.3696
H -0.6840 -4.1911 3.5671
H -8.9058 -0.3172 -3.5729
H -9.1081 -1.6846 3.0832
H -10.3549 2.5510 3.1480
H 11.2142 -0.1098 -1.0543
H -10.3912 2.7794 0.7159
H -3.6098 -4.3813 4.4158
H 3.0321 0.0578 -4.8039
H 7.2784 4.5393 -0.1866
H 4.6371 0.4486 -2.8994
H -2.7819 -2.3385 5.9537
H 8.8068 5.5970 -1.9970
H 2.4087 1.2707 2.3773
H 11.0860 -0.0554 -4.1126
H -1.7226 -5.6277 3.9136
H 8.4017 3.5983 -5.2044
H -0.3608 0.9134 -4.2039
H -1.9809 0.0293 -1.7606
H -11.3145 1.3364 1.1349
H 12.5347 0.3236 -3.1865
H -1.8702 0.6457 4.9669
H -8.7250 2.1772 2.5458
H -3.1822 -2.7879 2.3527
H 7.7663 4.2915 -2.5338
H 11.2457 2.8816 -6.1029
H 9.7032 4.7601 -5.4420
H -1.9939 -4.6452 2.5069
H 3.2698 1.5789 0.1433
H -0.2555 -2.8035 5.1219
H -0.3919 -4.1459 6.2430
H -3.2073 -0.5581 3.2879
H 11.8174 -1.2992 -3.1007
H -8.0637 -3.8910 2.5346
H -2.0813 0.5310 -4.1483
H -9.5107 -2.4884 -1.5144
H -2.7175 -4.0148 6.4263
H 9.9545 1.7272 -5.7938
H -1.2631 1.6185 -2.0061
H -7.2403 -3.1503 1.1562
H -8.9981 -3.2977 1.1483
H 9.0717 3.8348 -6.8201
H -0.7935 -2.0590 3.0764
H 2.2360 1.5817 -4.4298
H 1.9373 -0.3992 2.0429
H -0.6413 -2.5280 6.8478
H 8.3681 3.1418 -0.2414
H 9.7581 -0.2699 -2.0322
```

---

# 2
ORCA calculation (the ωB97M-V functional and the def2-TZVPD basis) on 5 unconnected molecules or ions with the total composition C26H61N3O5.

total charge	0
HOMO	-8.0551	eV
multiplicity	1
ΔE to the lowest compared entry with this formula, charge and spin	0.610	eV
LUMO	0.656	eV
HOMO-LUMO gap	8.712	eV
E	-1567.50397	Eh

```
95
C26H61N3O5 | the OMol25 dataset | the ωB97M-V functional and the def2-TZVPD basis
O -17.5788 23.8179 -19.2339
O -13.2457 18.0843 -12.8245
O -16.4851 19.8016 -17.5524
O -19.1460 21.1916 -17.7710
O -16.1100 18.1412 -20.2403
N -13.7534 18.0863 -11.4810
N -18.5641 16.3750 -19.7076
N -19.9530 20.1913 -18.1392
C -22.3840 18.5980 -18.6801
C -21.4498 19.1568 -19.8077
C -15.9015 19.8287 -16.2715
C -21.6777 20.4276 -16.2602
C -13.9182 17.0267 -9.3533
C -20.6516 20.4525 -19.4125
C -13.5122 16.8083 -10.8177
C -19.4697 20.4442 -20.5099
C -21.4774 18.3689 -17.4762
C -16.1281 21.1968 -15.5431
C -16.4674 16.9478 -20.9575
C -19.6718 18.9843 -15.9851
C -15.3027 19.0112 -21.0434
C -17.2447 15.9409 -19.9905
C -12.0341 16.4726 -10.6446
C -20.6659 19.5820 -16.9744
C -16.2258 18.1900 -12.1540
C -17.4175 14.5599 -20.5046
C -15.5495 18.7984 -9.8095
C -16.3916 23.8649 -18.4630
C -21.6103 21.6745 -19.3906
C -14.2323 15.5436 -11.2764
C -14.8022 20.2643 -11.7532
C -16.6980 24.6510 -17.2226
C -15.0414 18.7897 -11.3357
C -15.3285 17.5034 -9.1329
H -15.6335 21.9392 -16.1696
H -23.2497 19.2146 -18.4383
H -21.2851 21.4419 -16.1885
H -16.7344 15.8062 -19.0368
H -20.8506 17.4969 -17.6627
H -13.7054 14.6543 -10.9306
H -15.1580 19.9444 -20.4989
H -22.0433 17.9407 -16.6489
H -14.3363 18.5457 -21.2369
H -15.4192 17.6385 -8.0551
H -21.5256 22.2044 -20.3393
H -17.1899 21.3546 -15.3541
H -15.2375 15.6036 -10.8591
H -16.0006 18.4199 -13.1954
H -16.0412 16.7303 -9.4201
H -15.9491 24.6572 -16.4306
H -13.1542 17.7184 -8.9984
H -16.0375 22.9317 -18.0248
H -15.5570 16.4970 -21.3524
H -18.1036 23.0965 -18.8792
H -16.4572 18.9394 -17.9736
H -18.7274 19.6463 -20.4919
H -16.2132 17.1044 -12.2513
H -11.8925 15.7113 -9.8776
H -14.0455 20.7688 -11.1524
H -19.0130 18.2075 -16.3735
H -22.6719 21.4691 -19.2531
H -22.5591 20.5981 -16.8785
H -18.8331 21.3250 -20.5939
H -12.6433 18.8294 -12.7645
H -16.3183 19.0513 -15.6311
H -20.1441 18.5563 -15.1009
H -15.5266 24.2117 -19.0282
H -18.0314 13.9342 -19.8567
H -14.3631 20.3422 -12.7479
H -22.9129 17.6719 -18.9050
H -15.6516 21.2399 -14.5637
H -11.5241 17.3446 -10.2351
H -17.2180 18.4851 -11.8127
H -18.5145 17.3490 -19.4446
H -18.3141 20.7190 -17.8491
H -17.5302 24.1929 -16.6882
H -22.0726 20.1571 -15.2809
H -19.9516 20.3806 -21.4855
H -20.8430 18.2890 -20.0662
H -18.9351 19.7353 -15.6999
H -13.8569 16.0989 -8.7843
H -16.9707 25.6813 -17.4511
H -16.4402 14.0848 -20.5894
H -15.7152 20.8525 -11.6613
H -15.8809 19.1683 -21.9540
H -15.0293 19.5754 -9.2494
H -14.3081 15.5088 -12.3632
H -19.1662 16.3108 -20.5160
H -21.4771 22.4266 -18.6131
H -17.8384 14.4409 -21.5030
H -22.1363 19.4169 -20.6135
H -17.0965 17.1892 -21.8143
H -14.8655 19.5446 -16.4556
H -16.6128 19.0378 -9.7944
H -11.6655 16.0310 -11.5705
```

---

Q: Among the records above, which one has the highest total charge?
A: C26H61N3O5